(1)
{
  "formula": "C12H17Cl2NO3Ru",
  "method": "the ωB97M-V functional and the def2-TZVPD basis",
  "charge": 2,
  "e_tot_ha": -1762.46579,
  "homo_lumo_gap_ha": [0.24935, 0.25130],
  "lumo_energy_ev": [-9.02, -8.98],
  "elements": ["Ru", "C", "O", "C", "C", "O", "C", "C", "O", "C", "H", "H", "H", "H", "H", "H", "H", "H", "H", "H", "H", "H", "H", "H", "Cl", "C", "C", "C", "C", "C", "Cl", "C", "N", "H", "H", "H"],
  "coordinates": [[0.51, 0.23, 0.39], [-2.66, 0.63, 0.16], [-1.49, 0.33, -0.63], [-1.22, 1.24, -1.70], [-0.77, 2.61, -1.20], [0.26, 2.41, -0.20], [1.52, 3.11, -0.30], [2.65, 2.10, -0.35], [2.53, 1.08, 0.66], [2.79, 1.51, 2.01], [-2.89, -0.26, 0.74], [-3.50, 0.86, -0.50], [-2.48, 1.47, 0.83], [-2.10, 1.34, -2.34], [-0.42, 0.77, -2.28], [-1.59, 3.14, -0.73], [-0.39, 3.19, -2.04], [1.60, 3.75, 0.59], [1.55, 3.74, -1.18], [3.61, 2.61, -0.25], [2.64, 1.56, -1.30], [3.77, 1.97, 2.07], [2.78, 0.61, 2.63], [2.03, 2.21, 2.37], [0.77, -3.64, -2.46], [-0.08, -3.61, -1.00], [-0.95, -4.63, -0.66], [-1.63, -4.61, 0.54], [-1.46, -3.57, 1.47], [-0.62, -2.55, 1.13], [-0.29, -1.24, 2.22], [0.08, -2.48, -0.12], [0.80, -1.43, -0.42], [-1.08, -5.46, -1.35], [-2.31, -5.42, 0.78], [-1.97, -3.57, 2.43]]
}

(2)
{
  "formula": "C12H17CuF3N2O4",
  "method": "the ωB97M-V functional and the def2-TZVPD basis",
  "charge": -1,
  "e_tot_ha": -2817.98949,
  "relative_energy_kcal_mol": 9.4,
  "homo_lumo_gap_ha": 0.22794,
  "lumo_energy_ev": 2.93,
  "elements": ["Cu", "O", "H", "O", "H", "N", "C", "C", "C", "C", "H", "H", "H", "H", "H", "N", "C", "C", "C", "C", "H", "H", "H", "H", "H", "C", "C", "O", "C", "O", "C", "F", "F", "F", "H", "H", "H", "H", "H"],
  "coordinates": [[0.59, 0.99, 1.78], [0.74, 0.40, 3.87], [1.70, 0.41, 3.88], [-1.33, 2.01, 2.38], [-1.11, 2.89, 2.07], [-2.00, -0.32, 1.10], [-2.69, -0.57, -0.05], [-2.39, -1.84, -0.45], [-1.42, -2.35, 0.42], [-1.23, -1.40, 1.43], [-1.90, 0.60, 1.59], [-3.32, 0.17, -0.52], [-2.82, -2.27, -1.34], [-0.92, -3.30, 0.37], [-0.69, -1.40, 2.36], [3.08, -0.52, 2.24], [2.65, -1.60, 1.54], [2.39, -1.23, 0.25], [2.83, 0.11, 0.13], [3.23, 0.54, 1.38], [3.34, -0.52, 3.20], [2.62, -2.59, 1.97], [2.02, -1.91, -0.50], [2.75, 0.77, -0.72], [3.74, 1.45, 1.64], [-0.42, -1.25, -3.17], [0.00, -0.23, -2.14], [-0.71, 0.97, -2.39], [-0.70, 1.90, -1.44], [-0.06, 1.85, -0.44], [-1.63, 3.11, -1.70], [-2.25, 3.04, -2.88], [-2.53, 3.20, -0.74], [-0.87, 4.21, -1.71], [0.39, -1.99, -3.17], [-0.58, -0.86, -4.17], [-1.35, -1.76, -2.92], [1.07, -0.07, -2.00], [-0.22, -0.64, -1.14]]
}

(3)
{
  "formula": "C12H17GeNO5ReSe",
  "method": "the ωB97M-V functional and the def2-TZVPD basis",
  "charge": 2,
  "e_tot_ha": -5454.40668,
  "s_squared": 3.90,
  "homo_lumo_gap_ha": [0.23319, 0.25015],
  "lumo_energy_ev": [-9.85, -9.55],
  "spin_multiplicity": 4,
  "elements": ["Re", "O", "C", "C", "C", "N", "C", "C", "C", "O", "O", "C", "O", "O", "H", "H", "H", "C", "Ge", "C", "C", "C", "Se", "C", "H", "H", "H", "H", "H", "H", "H", "H", "H", "H", "H", "H", "H", "H"],
  "coordinates": [[0.55, 0.65, 0.99], [3.33, -0.41, 6.27], [2.68, -0.23, 5.15], [1.77, -1.17, 4.61], [1.17, -0.87, 3.43], [1.42, 0.29, 2.78], [2.28, 1.20, 3.30], [2.93, 0.98, 4.47], [2.40, 2.40, 2.41], [3.10, 3.33, 2.60], [1.63, 2.24, 1.28], [0.20, -1.72, 2.67], [-0.19, -2.79, 2.99], [-0.12, -1.10, 1.48], [3.13, -1.26, 6.70], [1.55, -2.11, 5.09], [3.62, 1.71, 4.87], [-0.59, -1.40, -3.69], [-2.27, -0.65, -3.10], [-3.41, 0.00, -4.50], [-3.13, -1.56, -1.63], [-1.76, 1.18, -2.20], [-0.18, 1.18, -1.21], [1.25, 1.55, -2.44], [-0.77, -2.38, -4.13], [0.11, -1.55, -2.86], [-0.14, -0.77, -4.46], [-3.81, -0.86, -5.05], [-2.85, 0.62, -5.20], [-4.24, 0.57, -4.09], [-3.47, -2.55, -1.95], [-4.01, -0.99, -1.31], [-2.45, -1.69, -0.79], [-2.59, 1.41, -1.53], [-1.66, 1.93, -2.98], [1.16, 0.84, -3.27], [2.19, 1.41, -1.91], [1.14, 2.58, -2.77]]
}

(4)
{
  "formula": "C12H17N",
  "method": "the ωB97M-V functional and the def2-TZVPD basis",
  "charge": 0,
  "smiles": "Cc1c[nH]c2ccccc12.CCC",
  "e_tot_ha": -522.18101,
  "relative_energy_kcal_mol": 24.6,
  "homo_lumo_gap_ha": 0.32491,
  "lumo_energy_ev": 0.94,
  "elements": ["C", "C", "C", "C", "C", "C", "C", "C", "C", "N", "H", "H", "H", "H", "H", "H", "H", "H", "H", "C", "C", "C", "H", "H", "H", "H", "H", "H", "H", "H"],
  "coordinates": [[2.87, 1.76, 1.35], [0.55, -0.12, -0.84], [0.89, 1.08, -0.14], [2.08, 0.79, 0.55], [2.40, -0.52, 0.38], [-0.52, -0.09, -1.77], [-1.29, 1.05, -1.81], [-0.01, 2.15, -0.08], [-1.12, 2.12, -0.89], [1.39, -1.11, -0.41], [1.22, -2.08, -0.59], [-0.62, -0.83, -2.58], [3.26, -1.09, 0.67], [-2.13, 1.18, -2.48], [0.16, 2.91, 0.69], [3.34, 1.22, 2.21], [2.44, 2.64, 1.85], [-1.90, 2.88, -0.80], [3.67, 2.26, 0.75], [-2.09, -1.40, 1.11], [-1.20, -2.58, 1.52], [-2.98, -1.71, -0.06], [-2.61, -1.09, 2.07], [-1.34, -0.56, 0.98], [-0.33, -2.75, 0.88], [-1.75, -3.48, 1.75], [-2.48, -1.43, -0.99], [-3.27, -2.75, -0.14], [-0.78, -2.27, 2.50], [-3.90, -1.12, 0.07]]
}

(5)
{
  "formula": "C12H17N",
  "method": "the ωB97M-V functional and the def2-TZVPD basis",
  "charge": 0,
  "smiles": "Cc1c[nH]c2ccccc12.CCC",
  "e_tot_ha": -522.13177,
  "relative_energy_kcal_mol": 55.5,
  "homo_lumo_gap_ha": 0.32072,
  "lumo_energy_ev": 0.98,
  "elements": ["C", "C", "C", "C", "C", "C", "C", "C", "C", "N", "H", "H", "H", "H", "H", "H", "H", "H", "H", "C", "C", "C", "H", "H", "H", "H", "H", "H", "H", "H"],
  "coordinates": [[3.98, 0.20, 0.10], [1.49, -2.10, -1.19], [1.89, -1.14, -0.24], [3.29, -0.85, -0.55], [3.78, -1.81, -1.51], [-0.69, -1.94, -0.36], [0.15, -2.48, -1.24], [-0.33, -0.95, 0.59], [0.97, -0.55, 0.68], [2.57, -2.53, -1.93], [-1.71, -2.17, -0.36], [-0.15, -3.36, -1.93], [-1.13, -0.49, 1.15], [1.18, 0.16, 1.40], [2.62, -2.86, -2.85], [4.76, -2.03, -1.79], [3.29, 0.87, 0.69], [4.57, 0.87, -0.62], [4.72, -0.34, 0.83], [-3.12, 2.59, 0.44], [-2.02, 2.18, 1.47], [-4.36, 1.77, 0.51], [-3.35, 3.62, 0.54], [-2.57, 2.29, -0.52], [-1.29, 1.67, 0.94], [-4.12, 0.71, 0.44], [-5.05, 2.05, 1.34], [-2.46, 1.53, 2.18], [-1.79, 3.15, 2.09], [-5.11, 1.93, -0.32]]
}

(6)
{
  "formula": "C12H17N",
  "method": "the ωB97M-V functional and the def2-TZVPD basis",
  "charge": 0,
  "smiles": "CCc1c[nH]c2ccccc12.CC",
  "e_tot_ha": -522.13995,
  "relative_energy_kcal_mol": 50.4,
  "homo_lumo_gap_ha": 0.32738,
  "lumo_energy_ev": 0.88,
  "elements": ["C", "C", "H", "H", "H", "H", "H", "H", "C", "C", "C", "C", "C", "C", "C", "C", "C", "C", "N", "H", "H", "H", "H", "H", "H", "H", "H", "H", "H", "H"],
  "coordinates": [[0.71, 0.83, 3.22], [1.32, 2.17, 3.57], [1.29, 0.24, 2.49], [0.44, 0.19, 4.02], [-0.30, 1.00, 2.83], [0.67, 2.73, 4.25], [1.51, 2.80, 2.70], [2.38, 2.21, 3.90], [1.47, 0.41, -0.30], [2.40, 0.95, -1.37], [0.55, -0.76, -0.83], [0.84, -2.11, -0.73], [-0.78, -0.55, -1.27], [-1.29, -1.85, -1.47], [-1.63, 0.58, -1.37], [-2.66, -2.09, -1.79], [-2.94, 0.34, -1.68], [-3.44, -0.96, -2.00], [-0.38, -2.87, -1.12], [2.02, 0.07, 0.59], [0.83, 1.18, 0.10], [1.98, 1.46, -2.17], [1.68, -2.71, -0.47], [-0.45, -3.74, -0.93], [-1.31, 1.54, -1.16], [-2.97, -3.02, -2.23], [-3.71, 1.09, -1.95], [-4.48, -0.90, -2.05], [3.05, 0.09, -1.75], [3.20, 1.68, -1.06]]
}

(7)
{
  "formula": "C12H17N",
  "method": "the ωB97M-V functional and the def2-TZVPD basis",
  "charge": 0,
  "smiles": "Cc1c[nH]c2ccccc12.CCC",
  "e_tot_ha": -522.17643,
  "relative_energy_kcal_mol": 27.5,
  "homo_lumo_gap_ha": 0.32156,
  "lumo_energy_ev": 0.88,
  "elements": ["C", "C", "C", "H", "H", "H", "H", "H", "H", "H", "H", "C", "C", "C", "C", "C", "C", "C", "C", "C", "N", "H", "H", "H", "H", "H", "H", "H", "H", "H"],
  "coordinates": [[-2.94, -1.04, 2.39], [-2.20, 0.24, 2.06], [-3.89, -1.40, 1.18], [-2.28, -1.91, 2.45], [-3.55, -1.03, 3.30], [-1.84, 0.18, 1.03], [-4.94, -1.29, 1.45], [-3.58, -0.89, 0.27], [-1.27, 0.40, 2.64], [-2.68, 1.20, 2.09], [-3.62, -2.44, 0.96], [3.22, 2.66, -0.98], [1.48, -0.52, -0.39], [1.63, 0.63, -1.18], [2.48, 1.50, -0.38], [2.76, 0.89, 0.80], [0.65, -1.58, -0.81], [0.12, -1.45, -2.09], [0.40, -0.36, -2.92], [1.20, 0.72, -2.51], [2.12, -0.36, 0.79], [0.31, -2.48, -0.34], [-0.55, -2.23, -2.44], [2.19, -1.08, 1.48], [-0.17, -0.11, -3.81], [3.27, 1.34, 1.63], [1.52, 1.47, -3.21], [3.55, 3.41, -0.25], [2.61, 3.27, -1.65], [4.03, 2.27, -1.59]]
}